(1)
{
  "formula": "C25H43BrClN2O9P",
  "method": "ωB97M-V with the def2-TZVPD basis set",
  "symbols": ["C", "C", "C", "Br", "C", "C", "C", "C", "C", "O", "C", "O", "C", "C", "C", "N", "N", "C", "C", "O", "C", "P", "O", "Cl", "C", "O", "C", "O", "O", "H", "H", "H", "H", "H", "H", "H", "H", "H", "H", "H", "H", "H", "H", "H", "H", "H", "H", "H", "H", "H", "H", "H", "H", "H", "H", "H", "C", "C", "C", "O", "C", "H", "H", "H", "H", "H", "H", "H", "H", "C", "C", "C", "O", "C", "H", "H", "H", "H", "H", "H", "H", "H"],
  "xyz": [[2.51688, -3.89578, 0.18575], [1.63808, -2.76740, -0.37090], [2.35834, -1.40091, -0.31753], [2.94706, -0.98136, -2.14940], [1.61623, -0.21804, 0.35532], [2.28732, 1.16029, 0.05514], [3.77728, 1.20223, 0.43500], [4.22659, 2.55030, 1.01617], [5.10918, 2.41246, 2.23894], [6.28593, 1.61935, 1.95949], [6.43118, 0.54842, 2.78360], [7.44296, 0.32144, 3.38359], [0.20270, -0.01712, -0.11439], [-0.21155, 0.25586, -1.53119], [-1.10841, -0.77917, -2.15548], [-1.13236, -1.97736, -1.75395], [-0.65998, -0.01094, 0.84428], [-2.10758, 0.13512, 0.63768], [-2.60862, 1.48403, 0.11027], [-3.49491, 2.06589, 1.04834], [-0.05984, -0.28855, 2.18155], [-0.49081, 0.83125, 3.66374], [-2.04515, 0.28666, 3.87492], [-0.90917, 2.60412, 2.70970], [1.44619, -0.45518, 1.91268], [1.85195, -1.75873, 2.31232], [2.29750, 0.52653, 2.81268], [1.86405, 1.69002, 2.75677], [3.22344, 0.04695, 3.43295], [1.95973, -4.82573, 0.29167], [3.35850, -4.05048, -0.49423], [2.94977, -3.61212, 1.14565], [0.66707, -2.71789, 0.12872], [1.43031, -3.00741, -1.41226], [3.28791, -1.51665, 0.23713], [2.15466, 1.39464, -1.00366], [1.74880, 1.92294, 0.61756], [4.37852, 0.95361, -0.43999], [3.96119, 0.41702, 1.17320], [3.35776, 3.13301, 1.33285], [4.73283, 3.12825, 0.23683], [5.45615, 3.39528, 2.56224], [4.53221, 1.95483, 3.04742], [5.54710, -0.10748, 2.82953], [-0.69476, 1.23578, -1.60357], [0.68429, 0.32176, -2.15251], [-1.74714, -0.43214, -2.97340], [-1.77938, -2.53618, -2.30704], [-2.63931, -0.08146, 1.55946], [-2.38492, -0.65694, -0.05666], [-3.17561, 1.29337, -0.80864], [-1.79416, 2.15140, -0.16832], [-3.33136, 3.01054, 1.09611], [-0.51681, -1.24545, 2.46760], [-2.09993, -0.66753, 3.75122], [1.23233, -2.40724, 1.96527], [-1.95471, 5.25100, -3.70784], [-2.35850, 4.10784, -4.63774], [-1.89815, 2.89183, -3.84627], [-2.02096, 3.24276, -2.46463], [-2.24654, 4.65292, -2.33907], [-2.50269, 6.17426, -3.88562], [-0.88839, 5.46118, -3.81036], [-3.44284, 4.08973, -4.76311], [-1.90222, 4.16243, -5.62440], [-0.84947, 2.65465, -4.05973], [-2.50201, 2.00301, -4.04026], [-3.28898, 4.81654, -2.04742], [-1.60005, 5.04491, -1.55346], [-4.17560, -4.59151, -0.58322], [-3.35430, -5.35410, 0.45514], [-2.45544, -4.25405, 1.00281], [-3.20959, -3.04138, 0.91278], [-4.37182, -3.24736, 0.10579], [-5.11795, -5.07278, -0.83823], [-3.59669, -4.46825, -1.50188], [-4.00653, -5.73805, 1.24169], [-2.79093, -6.18898, 0.04226], [-1.54457, -4.14711, 0.40206], [-2.16826, -4.41522, 2.04280], [-5.25411, -3.25635, 0.75300], [-4.46893, -2.41603, -0.59534]],
  "forces_ev_per_a": [[0.2, 0.5, -0.1], [0.3, -0.2, 0.0], [-0.1, -0.1, 0.3], [0.2, 0.0, -0.1], [-0.2, 0.7, -0.2], [0.1, 0.1, -0.2], [-0.2, -0.1, 0.1], [0.0, 0.1, -0.3], [-0.3, -0.1, -0.2], [0.1, 0.1, 0.3], [0.2, -0.1, 0.3], [-0.2, 0.0, -0.5], [-0.3, -0.3, 0.2], [0.0, 0.1, -0.2], [-0.2, -0.3, 0.0], [0.0, 0.1, 0.1], [0.4, 0.3, 0.2], [-0.4, -0.2, -0.2], [-0.3, 0.0, -0.2], [0.0, -0.1, -0.1], [-0.4, 0.2, -0.5], [0.5, 0.1, -0.2], [0.0, 0.1, -0.1], [-0.2, 0.1, 0.0], [0.2, -1.0, 0.3], [-0.1, 0.0, -0.1], [-0.6, -0.3, -0.5], [-0.4, 0.7, 0.3], [0.8, -0.4, 0.5], [0.0, 0.0, -0.1], [-0.1, -0.2, 0.0], [-0.1, -0.1, 0.1], [0.0, 0.0, 0.0], [-0.3, 0.1, 0.1], [0.0, 0.1, -0.1], [0.1, -0.1, 0.0], [0.0, -0.1, 0.1], [0.0, -0.1, 0.1], [0.1, 0.1, -0.1], [0.0, -0.1, 0.0], [0.1, 0.0, 0.1], [0.1, -0.1, 0.1], [0.1, 0.0, 0.0], [-0.1, 0.2, 0.1], [0.0, 0.0, 0.1], [0.0, 0.0, 0.0], [0.2, 0.1, -0.1], [0.0, 0.0, 0.0], [0.2, 0.1, 0.1], [0.1, 0.0, 0.1], [0.1, 0.0, 0.0], [0.0, 0.0, 0.2], [0.1, 0.0, 0.1], [0.3, -0.1, 0.1], [-0.1, 0.0, 0.1], [0.0, -0.1, 0.0], [0.1, 0.0, 0.0], [-0.1, 0.0, 0.0], [0.1, 0.0, 0.0], [0.1, -0.1, 0.0], [-0.1, 0.0, 0.0], [0.0, 0.0, 0.0], [0.0, 0.0, 0.0], [0.0, 0.0, 0.0], [0.0, 0.0, 0.0], [0.0, 0.0, 0.0], [0.0, 0.0, 0.0], [0.0, 0.0, 0.0], [0.0, 0.0, 0.0], [0.1, 0.0, 0.0], [0.0, 0.0, 0.0], [0.1, 0.0, -0.1], [0.1, 0.1, 0.1], [0.0, 0.0, 0.0], [0.0, 0.0, 0.0], [0.0, 0.0, 0.0], [0.0, 0.0, 0.0], [0.0, 0.0, 0.0], [0.0, 0.0, 0.0], [0.0, 0.0, 0.0], [0.0, 0.0, 0.0], [0.0, 0.0, 0.0]],
  "homo_energy_ha": -0.3175,
  "lumo_ev": -0.451,
  "multiplicity": 1
}


(2)
{
  "formula": "C25H43CdCl2F5N3O4Si",
  "method": "ωB97M-V with the def2-TZVPD basis set",
  "symbols": ["C", "C", "H", "H", "H", "C", "C", "H", "H", "H", "H", "Cd", "Cl", "C", "O", "N", "C", "C", "H", "H", "H", "H", "H", "H", "H", "H", "H", "C", "C", "N", "H", "C", "O", "H", "H", "H", "H", "H", "H", "C", "C", "N", "H", "C", "O", "H", "H", "H", "H", "O", "C", "C", "C", "H", "C", "H", "C", "H", "C", "C", "H", "H", "H", "Si", "Cl", "C", "C", "C", "H", "H", "H", "H", "H", "H", "H", "H", "H", "F", "C", "F", "C", "F", "F", "F"],
  "xyz": [[-1.67298, -0.51585, -4.66320], [-1.17737, -1.72384, -3.95920], [-1.53233, -0.53949, -5.74367], [-1.14167, 0.35022, -4.25890], [-2.74151, -0.37077, -4.44406], [-0.56353, -2.76312, -4.57010], [-0.31771, -2.79042, -6.04553], [-0.26272, -3.64490, -3.99032], [0.12946, -1.84932, -6.41302], [-1.24712, -2.93865, -6.61818], [0.36671, -3.60927, -6.30082], [-0.26880, 0.87514, -0.08282], [0.93471, 2.35575, -1.68882], [-0.33263, -1.95941, 1.42421], [0.28387, -0.87912, 1.38744], [-0.09128, -2.92481, 2.31829], [1.05899, -2.87778, 3.20351], [-0.92850, -4.11455, 2.39461], [-1.14424, -2.20635, 0.71579], [1.49822, -1.87332, 3.20926], [1.81184, -3.61787, 2.87138], [0.72374, -3.16060, 4.21462], [-1.87148, -3.88600, 1.89030], [-1.10500, -4.37162, 3.44028], [-0.44994, -4.95900, 1.89108], [0.51422, 3.50405, 5.27477], [-1.05402, 5.15460, 4.74006], [0.92616, 3.41786, 4.26277], [-0.73650, 5.19236, 3.69142], [-0.06828, 3.93626, 3.33714], [1.11662, 2.37727, 4.00867], [-0.26936, 3.33362, 2.16172], [0.31551, 2.29728, 1.77537], [-1.62161, 5.33474, 3.06799], [-1.04150, 3.84116, 1.54786], [1.86740, 3.97932, 4.16913], [-0.08730, 6.06693, 3.53213], [1.48948, 0.13406, -3.77489], [1.97838, -2.87515, -3.57384], [2.53523, -0.01791, -3.45397], [2.88667, -2.44623, -3.12629], [2.62472, -1.14227, -2.53829], [2.88552, 0.88988, -2.94681], [2.41937, -0.96004, -1.21708], [2.20692, 0.13255, -0.68648], [3.25290, -3.12798, -2.34369], [2.47303, -1.88078, -0.60464], [3.14937, -0.22895, -4.33589], [3.63697, -2.35028, -3.91795], [-0.56191, -0.61389, -1.96406], [-1.32311, -1.62780, -2.43233], [0.14541, -3.45772, -1.37628], [-1.12115, -2.99244, -1.72425], [1.01009, -2.80450, -1.49256], [0.30223, -4.77236, -0.94582], [-2.38567, -1.36944, -2.32363], [-2.23876, -3.79932, -1.52402], [1.31424, -5.14279, -0.74404], [-0.80778, -5.60928, -0.81161], [-2.09081, -5.11008, -1.08109], [-3.20861, -3.37251, -1.77391], [-0.66554, -6.65248, -0.49722], [-2.96494, -5.74786, -0.95974], [-0.44440, 4.01247, -2.37349], [-1.70873, 2.49508, -3.24918], [1.29771, 4.93242, -2.36414], [-1.68023, 4.28347, -0.96168], [-0.95628, 5.54651, -3.48411], [1.99160, 4.55907, -1.59513], [1.22061, 6.01835, -2.19982], [1.77726, 4.75636, -3.33858], [-0.45087, 5.56918, -4.45467], [-0.69661, 6.48940, -2.98176], [-2.02961, 5.59370, -3.67908], [-2.01942, 3.32511, -0.54523], [-2.56958, 4.78841, -1.35609], [-1.25314, 4.90374, -0.17261], [-2.83897, 2.12900, 1.07244], [-2.38401, 0.82687, 0.91196], [-2.29520, 0.32128, 2.18561], [-3.45043, 0.04781, 0.16138], [-4.68549, 0.23269, 0.65630], [-3.47048, 0.42043, -1.15007], [-3.18694, -1.28835, 0.22278]],
  "forces_ev_per_a": [[0.0, 0.3, 0.0], [1.0, -1.6, 0.1], [-0.1, -0.1, 0.0], [-0.2, -0.1, -0.1], [0.2, 0.1, 0.0], [-0.7, 0.8, 0.6], [0.2, -0.1, -0.6], [-0.1, 0.4, -0.2], [-0.1, -0.4, 0.1], [0.2, 0.0, 0.1], [-0.1, 0.1, -0.1], [-0.8, -1.1, -0.9], [-0.3, -0.7, 0.3], [0.1, 1.2, -0.3], [-0.2, -1.4, 0.1], [0.2, -0.2, 0.4], [0.0, -0.2, 0.1], [0.2, 0.4, -0.5], [0.2, 0.3, 0.3], [-0.2, -0.3, -0.1], [-0.2, 0.3, 0.2], [0.2, 0.2, -0.2], [0.1, -0.2, 0.1], [-0.1, 0.1, 0.0], [-0.1, 0.0, 0.1], [0.3, -0.1, -0.1], [0.1, 0.0, -0.2], [-0.1, 0.2, -0.1], [0.1, -0.2, -0.3], [0.1, 0.4, 0.5], [0.0, 0.0, 0.1], [0.0, -1.2, -1.2], [-0.6, 1.8, 1.0], [0.1, -0.1, 0.0], [0.3, -0.4, 0.2], [-0.2, -0.1, 0.2], [0.0, -0.3, 0.2], [0.3, 0.0, 0.2], [0.2, 0.1, 0.1], [-0.4, 0.3, 0.0], [-0.3, -0.1, 0.4], [0.4, -0.2, 0.1], [-0.2, -0.3, -0.2], [-0.1, 0.9, 0.1], [0.5, -1.2, -0.2], [-0.1, 0.1, -0.3], [0.1, 0.1, -0.2], [0.0, 0.0, 0.2], [0.0, 0.0, 0.2], [1.1, 0.3, 0.7], [-0.3, 0.1, 0.2], [-0.1, -0.2, -0.2], [-0.2, 0.7, -0.7], [-0.6, -0.3, 0.0], [0.1, 0.0, 0.1], [-0.5, -0.3, 0.3], [0.3, -0.2, -0.1], [-0.4, 0.0, 0.0], [-0.1, -0.2, 0.0], [0.3, -0.1, 0.1], [0.1, -0.2, 0.1], [-0.1, 0.5, -0.1], [0.2, 0.1, 0.0], [-0.1, 2.5, -0.3], [0.2, 0.3, -0.6], [0.5, 0.0, 0.9], [0.5, -0.2, 0.4], [-0.9, -0.4, -0.4], [-0.1, 0.1, -0.3], [-0.1, -0.2, -0.3], [-0.1, 0.1, 0.1], [0.0, -0.1, 0.0], [0.0, -0.3, 0.1], [-0.2, -0.1, -0.2], [0.2, 0.4, 0.0], [0.3, -0.1, -0.1], [-0.1, 0.1, 0.2], [-0.7, -0.1, 0.2], [1.6, 0.2, -1.0], [-0.5, -0.3, 0.5], [0.3, 0.3, -0.5], [-0.4, -0.2, -0.1], [-0.2, -0.4, 1.2], [-0.3, 0.6, -0.1]],
  "homo_energy_ha": -0.1624,
  "charge": -1,
  "lumo_ev": 2.435,
  "multiplicity": 1
}


> What is the formula in the first record?

C25H43BrClN2O9P


> What is the multiplicity in the first record?

1


> Which formula does entry 2 have?

C25H43CdCl2F5N3O4Si